Record 1
A molecular structure, C31H38OPPm in a non-equilibrium geometry. Source: the OMol25 dataset; level of theory: wB97M-V/def2-TZVPD.

electronic energy: -60641.4929 eV
expectation value of S²: 6.013
HOMO-LUMO gap (alpha / beta): 0.2739 / 0.2790 Eh
2S+1: 5
HOMO (alpha / beta): -0.51363 / -0.51147 Ha
F_max: 2.6 eV/Å
total charge: +2

```
72
C31H38OPPm | the OMol25 dataset | wB97M-V/def2-TZVPD
C 0.8565 -2.4930 0.4508
H 0.8885 -2.7096 1.5607
H 0.5881 -3.1982 -0.3727
H -0.1771 -2.1063 0.8886
C 2.3452 -1.8295 0.1792
H 2.3278 -1.0360 -0.6674
H 2.6087 -1.3006 1.1093
C 3.5698 -2.6956 -0.1872
H 4.3999 -1.9656 -0.2657
H 3.8617 -3.4527 0.5644
H 3.5050 -3.2231 -1.1673
C -0.9072 1.6476 -1.3906
C 0.3187 1.2361 -2.0197
C 0.1794 -0.1406 -2.3939
C -1.1204 -0.5896 -1.9748
C -1.7914 0.5250 -1.3598
C -3.2064 0.5829 -0.9530
C -1.6654 -1.9277 -2.2422
C 1.1942 -0.9707 -3.0876
C 1.4778 2.1129 -2.2805
C -1.2374 3.0474 -1.0408
Pm 0.3157 -0.0183 0.1928
H -2.5171 -2.1908 -1.6072
H -2.0345 -1.9525 -3.2827
H -0.9375 -2.7453 -2.1633
H -3.5682 -0.3667 -0.5625
H -3.3898 1.3363 -0.1932
H -3.8580 0.8416 -1.8082
H -0.3454 3.5845 -0.7144
H -1.6940 3.6411 -1.8592
H -1.9307 3.0701 -0.1947
H 2.4007 1.5404 -2.3910
H 1.3685 2.7607 -3.1696
H 1.6398 2.7748 -1.4232
H 1.3275 -1.9522 -2.6255
H 0.8820 -1.1520 -4.1288
H 2.1720 -0.5007 -3.1230
O 0.7813 0.6845 2.2703
P 0.0755 1.2130 3.5320
C 0.0155 3.0197 3.3803
C 0.6549 3.7010 2.3404
C 0.4010 5.0575 2.1291
C -0.4516 5.7610 2.9863
C -1.0164 5.1015 4.0814
C -0.7872 3.7463 4.2783
C -1.5910 0.5020 3.6013
C -1.9853 -0.3860 4.6207
C -3.2425 -1.0005 4.5725
C -4.1318 -0.6962 3.5400
C -3.7875 0.2750 2.5964
C -2.5247 0.8654 2.6338
C 1.0539 0.6386 4.9273
C 1.5184 1.5697 5.8681
C 2.2110 1.1288 6.9847
C 2.4788 -0.2267 7.1585
C 1.9999 -1.1510 6.2343
C 1.3155 -0.7273 5.1020
H 1.3473 3.1731 1.6793
H 0.8614 5.5717 1.2989
H -0.6824 6.8203 2.8107
H -1.6442 5.6466 4.7703
H -1.2439 3.2409 5.1363
H -1.3088 -0.6126 5.4636
H -3.5134 -1.7289 5.3317
H -5.1038 -1.2076 3.4952
H -4.5129 0.5565 1.8463
H -2.2788 1.6625 1.9302
H 1.3917 2.6426 5.6771
H 2.5753 1.8573 7.7011
H 3.0631 -0.5598 8.0352
H 2.2049 -2.2094 6.3825
H 1.0436 -1.4560 4.3275
```

Want to see where the charge sits? The Löwdin charges in e are: number 1, C, carries -0.1505; number 2, H, carries 0.1029; number 3, H, carries 0.1017; number 4, H, carries 0.0803; number 5, C, carries -0.3150; number 6, H, carries 0.0768; number 7, H, carries 0.0930; number 8, C, carries -0.0646; number 9, H, carries 0.1006; number 10, H, carries 0.0983; number 11, H, carries 0.0993; number 12, C, carries -0.3291; number 13, C, carries -0.3488; number 14, C, carries -0.3216; number 15, C, carries -0.3060; number 16, C, carries -0.2985; number 17, C, carries -0.0268; number 18, C, carries -0.0305; number 19, C, carries -0.0298; number 20, C, carries -0.0232; number 21, C, carries -0.0190; number 22, Pm, carries 1.8070; number 23, H, carries 0.0882; number 24, H, carries 0.1158; number 25, H, carries 0.0761; number 26, H, carries 0.0819; number 27, H, carries 0.0606; number 28, H, carries 0.1208; number 29, H, carries 0.0676; number 30, H, carries 0.1192; number 31, H, carries 0.0747; number 32, H, carries 0.0798; number 33, H, carries 0.1195; number 34, H, carries 0.0780; number 35, H, carries 0.0731; number 36, H, carries 0.1163; number 37, H, carries 0.0807; number 38, O, carries -0.5296; number 39, P, carries 0.8737; number 40, C, carries -0.2900; number 41, C, carries -0.0793; number 42, C, carries -0.0571; number 43, C, carries -0.0347; number 44, C, carries -0.0477; number 45, C, carries -0.0741; number 46, C, carries -0.2819; number 47, C, carries -0.0498; number 48, C, carries -0.0417; number 49, C, carries -0.0380; number 50, C, carries -0.0586; number 51, C, carries -0.0996; number 52, C, carries -0.2877; number 53, C, carries -0.0585; number 54, C, carries -0.0506; number 55, C, carries -0.0415; number 56, C, carries -0.0600; number 57, C, carries -0.0950; number 58, H, carries 0.1016; number 59, H, carries 0.1126; number 60, H, carries 0.1273; number 61, H, carries 0.1174; number 62, H, carries 0.1254; number 63, H, carries 0.1166; number 64, H, carries 0.1209; number 65, H, carries 0.1286; number 66, H, carries 0.1102; number 67, H, carries 0.1009; number 68, H, carries 0.1122; number 69, H, carries 0.1200; number 70, H, carries 0.1310; number 71, H, carries 0.1180; number 72, H, carries 0.1101


Record 2
6 unconnected molecules or ions with the total composition C57H111BINO5. Source: the OMol25 dataset; level of theory: wB97M-V/def2-TZVPD.

SMILES: CCCOCc1c(OC[C@H](C)CC(C)C)cc2c(c1[C@@H](I)CC)C(=O)C(CCC)=C(B(N)O)C2=O.CCCCCC.CCCCCC.CCCCCC.CCCCCC.CCCCCC
electronic energy: -81417.7486 eV
HOMO-LUMO gap: 0.3035 Eh
2S+1: 1
HOMO: -0.33462 Ha
F_max: 0.9 eV/Å

```
176
C57H111BINO5 | the OMol25 dataset | wB97M-V/def2-TZVPD
C 1.8622 -2.7178 6.3076
C 2.5531 -2.7922 4.9371
C 1.6639 -3.2878 3.7899
O 1.1872 -2.2738 2.9216
C 0.4498 -1.2669 3.5980
C -0.4153 -0.5024 2.6374
C -0.0702 0.8288 2.3543
O 1.0843 1.3742 2.8401
C 2.2878 0.7685 2.3532
C 2.9622 1.4758 1.1568
C 2.0771 2.4266 0.3562
C 3.6736 0.4274 0.2822
C 2.8712 -0.2728 -0.8185
C 1.5247 -0.8423 -0.3689
C 3.7171 -1.4392 -1.3769
C -0.9205 1.6325 1.6251
C -2.1075 1.1009 1.1495
C -2.4289 -0.2437 1.3278
C -1.5649 -1.0685 2.0754
C -1.8399 -2.5227 2.3510
I -3.7029 -2.7355 3.4297
C -1.7647 -3.4516 1.1216
C -0.3955 -4.1243 0.9627
C -3.7310 -0.6655 0.7382
O -3.9653 -1.7802 0.3287
C -4.8057 0.3837 0.6530
C -6.2187 -0.1138 0.7334
C -6.8218 0.1178 2.1374
C -7.8368 -0.9687 2.5224
C -4.4843 1.6787 0.4949
B -5.5014 2.8834 0.3243
N -6.0723 3.5635 1.4585
O -5.8497 3.3184 -0.9234
C -3.0464 2.0273 0.4481
O -2.6498 3.0424 -0.0877
H 2.5602 -2.9735 7.1030
H 1.0392 -3.4296 6.3694
H 1.4720 -1.7221 6.5133
H 2.9534 -1.8151 4.6690
H 3.3768 -3.5004 5.0187
H 2.2292 -3.9680 3.1546
H 0.8091 -3.8558 4.1834
H 1.1327 -0.5708 4.0864
H -0.1633 -1.7091 4.3935
H 2.9860 0.7836 3.1915
H 2.1111 -0.2784 2.1127
H 3.7527 2.1002 1.5790
H 1.4510 1.9396 -0.3863
H 1.4785 3.0444 1.0204
H 2.7339 3.1122 -0.1843
H 4.1504 -0.3166 0.9271
H 4.4957 0.9556 -0.2125
H 2.7262 0.4188 -1.6516
H 1.6664 -1.5506 0.4530
H 0.8094 -0.0895 -0.0410
H 1.0709 -1.4023 -1.1873
H 4.4757 -1.0978 -2.0790
H 4.2315 -1.9188 -0.5408
H 3.0773 -2.1937 -1.8306
H -0.6870 2.6674 1.4283
H -1.1258 -2.8928 3.0741
H -1.9867 -2.8842 0.2260
H -2.5194 -4.2275 1.2306
H 0.0890 -4.3344 1.9141
H 0.2725 -3.5247 0.3454
H -0.5229 -5.0760 0.4465
H -6.8292 0.3619 -0.0362
H -6.2297 -1.1814 0.5221
H -6.0006 0.1124 2.8562
H -7.3177 1.0873 2.1651
H -7.3749 -1.7398 3.1372
H -8.2344 -1.4574 1.6324
H -8.6842 -0.5495 3.0620
H -5.8896 3.0879 2.3318
H -5.8111 4.5361 1.5517
H -5.4410 2.7762 -1.6038
C 6.5151 7.0057 -4.3264
C 5.8588 5.7593 -4.9130
C 4.3663 5.6560 -4.6037
C 4.0197 5.5630 -3.1172
C 4.6673 4.3919 -2.3805
C 4.2496 3.0276 -2.9208
H 6.4602 7.0168 -3.2369
H 7.5696 7.0575 -4.6006
H 6.0294 7.9109 -4.6974
H 6.3808 4.8675 -4.5551
H 5.9861 5.7692 -5.9986
H 3.9540 4.7910 -5.1308
H 3.8574 6.5306 -5.0209
H 2.9321 5.4864 -3.0187
H 4.2994 6.4946 -2.6174
H 4.3921 4.4559 -1.3239
H 5.7566 4.4808 -2.4150
H 3.1657 2.9022 -2.8625
H 4.7099 2.2252 -2.3405
H 4.5510 2.8930 -3.9606
C -8.0103 1.8570 5.3810
C -7.4667 1.7753 6.8050
C -6.3943 0.7017 6.9820
C -6.8669 -0.7253 6.7012
C -8.0459 -1.1966 7.5504
C -7.7444 -1.2280 9.0457
H -8.4972 0.9279 5.0803
H -8.7461 2.6566 5.2876
H -7.2056 2.0598 4.6699
H -8.2910 1.6037 7.5025
H -7.0368 2.7428 7.0771
H -5.9903 0.7620 7.9963
H -5.5571 0.9260 6.3128
H -6.0236 -1.4061 6.8567
H -7.1323 -0.8161 5.6433
H -8.3262 -2.2013 7.2236
H -8.9184 -0.5636 7.3663
H -6.8958 -1.8822 9.2568
H -8.6007 -1.6015 9.6086
H -7.5079 -0.2353 9.4315
C 1.7543 12.5664 -7.1695
C 2.6071 11.3698 -6.7583
C 2.1008 10.0400 -7.3145
C 0.6985 9.6414 -6.8509
C 0.5292 9.5423 -5.3356
C 1.4274 8.4895 -4.6941
H 0.7337 12.4838 -6.7931
H 2.1718 13.4953 -6.7789
H 1.7065 12.6538 -8.2569
H 2.6680 11.3218 -5.6676
H 3.6299 11.5247 -7.1116
H 2.8110 9.2516 -7.0495
H 2.1034 10.0892 -8.4080
H 0.4475 8.6748 -7.2991
H -0.0336 10.3520 -7.2440
H -0.5144 9.3001 -5.1193
H 0.7168 10.5145 -4.8716
H 1.2335 7.5022 -5.1194
H 1.2526 8.4287 -3.6190
H 2.4845 8.7185 -4.8407
C 0.1635 -10.8687 2.2271
C -1.1358 -10.5942 1.4758
C -1.0283 -9.4505 0.4686
C -0.6845 -8.0899 1.0772
C -1.6595 -7.6024 2.1480
C -3.0813 -7.3997 1.6327
H 0.4756 -10.0092 2.8223
H 0.0493 -11.7129 2.9083
H 0.9709 -11.1083 1.5319
H -1.9361 -10.3896 2.1922
H -1.4340 -11.4989 0.9399
H -1.9678 -9.3759 -0.0855
H -0.2630 -9.7017 -0.2725
H -0.6438 -7.3517 0.2704
H 0.3226 -8.1232 1.5026
H -1.2899 -6.6532 2.5477
H -1.6703 -8.3011 2.9890
H -3.0970 -6.6739 0.8160
H -3.7302 -7.0231 2.4245
H -3.5169 -8.3295 1.2644
C 5.0513 -6.9322 -5.8225
C 6.2066 -5.9620 -5.5946
C 6.2434 -5.3784 -4.1831
C 5.0147 -4.5527 -3.7976
C 4.7204 -3.3707 -4.7193
C 5.8368 -2.3307 -4.7520
H 4.0833 -6.4432 -5.7038
H 5.0849 -7.3487 -6.8300
H 5.0976 -7.7639 -5.1164
H 6.1587 -5.1567 -6.3327
H 7.1496 -6.4835 -5.7771
H 7.1434 -4.7668 -4.0753
H 6.3501 -6.1969 -3.4642
H 5.1529 -4.1785 -2.7779
H 4.1350 -5.2013 -3.7608
H 3.8004 -2.8889 -4.3777
H 4.5206 -3.7208 -5.7357
H 6.0292 -1.9367 -3.7519
H 5.5613 -1.4926 -5.3938
H 6.7702 -2.7436 -5.1369
```

Results of the Löwdin charge analysis, in e, for atoms 1 through 99: number 1, C, carries -0.1010; number 2, C, carries -0.2107; number 3, C, carries -0.2217; number 4, O, carries -0.1656; number 5, C, carries -0.1557; number 6, C, carries -0.0477; number 7, C, carries -0.2126; number 8, O, carries -0.0393; number 9, C, carries -0.1397; number 10, C, carries -0.3046; number 11, C, carries -0.0387; number 12, C, carries -0.1525; number 13, C, carries -0.4031; number 14, C, carries -0.0608; number 15, C, carries -0.0691; number 16, C, carries 0.0794; number 17, C, carries -0.0593; number 18, C, carries -0.0439; number 19, C, carries -0.1486; number 20, C, carries -0.6194; number 21, I, carries 0.9064; number 22, C, carries -0.2570; number 23, C, carries -0.0669; number 24, C, carries -0.3111; number 25, O, carries 0.0681; number 26, C, carries -0.0874; number 27, C, carries -0.1302; number 28, C, carries -0.2302; number 29, C, carries -0.0958; number 30, C, carries 0.0261; number 31, B, carries -0.5904; number 32, N, carries 0.1944; number 33, O, carries 0.1701; number 34, C, carries -0.2900; number 35, O, carries 0.1264; number 36, H, carries 0.0675; number 37, H, carries 0.0704; number 38, H, carries 0.0680; number 39, H, carries 0.1056; number 40, H, carries 0.1048; number 41, H, carries 0.1237; number 42, H, carries 0.1172; number 43, H, carries 0.1210; number 44, H, carries 0.1398; number 45, H, carries 0.1349; number 46, H, carries 0.0927; number 47, H, carries 0.1308; number 48, H, carries 0.0762; number 49, H, carries 0.0746; number 50, H, carries 0.0672; number 51, H, carries 0.1181; number 52, H, carries 0.1114; number 53, H, carries 0.1203; number 54, H, carries 0.0728; number 55, H, carries 0.0655; number 56, H, carries 0.0832; number 57, H, carries 0.0652; number 58, H, carries 0.0787; number 59, H, carries 0.0694; number 60, H, carries 0.1292; number 61, H, carries 0.0358; number 62, H, carries 0.0973; number 63, H, carries 0.0670; number 64, H, carries 0.0545; number 65, H, carries 0.0646; number 66, H, carries 0.0576; number 67, H, carries 0.1307; number 68, H, carries 0.1098; number 69, H, carries 0.0984; number 70, H, carries 0.0951; number 71, H, carries 0.0603; number 72, H, carries 0.0727; number 73, H, carries 0.0606; number 74, H, carries 0.0625; number 75, H, carries 0.0868; number 76, H, carries 0.1062; number 77, C, carries -0.1096; number 78, C, carries -0.2674; number 79, C, carries -0.2266; number 80, C, carries -0.2259; number 81, C, carries -0.2655; number 82, C, carries -0.1097; number 83, H, carries 0.0648; number 84, H, carries 0.0684; number 85, H, carries 0.0726; number 86, H, carries 0.0975; number 87, H, carries 0.1042; number 88, H, carries 0.1030; number 89, H, carries 0.0922; number 90, H, carries 0.1095; number 91, H, carries 0.1023; number 92, H, carries 0.0932; number 93, H, carries 0.1003; number 94, H, carries 0.0734; number 95, H, carries 0.0586; number 96, H, carries 0.0679; number 97, C, carries -0.1037; number 98, C, carries -0.2631; number 99, C, carries -0.2240


Question: What is the F_max in the second record?
Answer: 0.9 eV/Å


Question: Which of these has the lowest 2S+1?
Answer: C57H111BINO5


Question: What is the formula in the first record?
Answer: C31H38OPPm